144
Properties=species:S:1:pos:R:3:forces:R:3:lowdin_charge:R:1 method="wB97M-V/def2-TZVPD" smiles=CC(C)O.CC(C)O.CC(C)O.CC(C)O.CC(C)O.CC(C)O.CC(C)O.CC(C)O.CC(C)O.CC(C)O.CC(C)O.CC(C)O e_above_lowest_kcal_mol=129.3 e_tot_ha=-2331.904532 total_charge=0 homo_energy_ev=-9.3800 multiplicity=1
C -21.194829 -7.861148 23.861780 0.13 1.08 1.89 -0.04
C -20.327417 -7.884032 25.200739 0.47 -0.44 -1.02 -0.47
C -19.026365 -8.711090 25.081175 -0.54 0.34 0.80 -0.05
O -20.006867 -6.575567 25.596642 -0.54 0.86 -1.11 -0.07
H -22.173563 -7.519244 24.198341 -0.44 -0.60 -0.09 0.06
H -21.241725 -8.795996 23.303252 0.05 0.07 0.26 0.07
H -20.952226 -7.012377 23.222369 0.86 -0.24 -0.14 0.07
H -20.916438 -8.250195 26.041621 -0.38 -0.83 -0.27 0.12
H -18.395890 -8.363331 24.262845 -0.23 -0.38 -0.29 0.08
H -19.241088 -9.778568 25.131140 0.09 -0.09 -0.71 0.07
H -18.439025 -8.539027 25.983139 0.07 0.16 0.20 0.05
H -19.384570 -6.601070 26.327187 0.32 0.09 0.18 0.02
C -15.372430 -4.173983 18.402038 0.23 -0.74 0.12 -0.03
C -15.614780 -4.187880 19.910860 2.49 0.42 -0.16 -0.54
C -14.762792 -3.179670 20.611486 1.51 1.69 -0.75 -0.08
O -16.906217 -3.823542 20.205059 -2.05 -0.49 -0.03 -0.02
H -14.332540 -4.413257 18.179606 0.05 -0.12 -0.02 0.07
H -15.560556 -3.203819 17.942142 -0.15 0.28 0.23 0.08
H -16.010331 -4.905175 17.905492 0.07 -0.04 0.03 0.06
H -15.266970 -5.102367 20.391309 -0.97 -0.70 -0.33 0.13
H -15.075894 -3.012720 21.642115 0.32 -0.23 -0.05 0.09
H -14.763500 -2.222449 20.090121 -1.05 0.58 -0.06 0.07
H -13.692113 -3.301650 20.447562 0.26 -0.98 0.80 0.07
H -17.040839 -3.117128 19.569084 -0.73 0.30 0.15 0.09
C -12.463152 -4.375086 22.933023 0.13 1.06 0.56 -0.05
C -12.994449 -5.650549 23.486894 -1.14 -0.40 0.60 -0.49
C -14.019990 -5.480115 24.615454 1.33 1.04 0.85 -0.05
O -13.763010 -6.259824 22.470061 0.35 -0.69 -1.29 -0.05
H -13.308095 -3.690521 22.858600 0.12 0.10 -0.59 0.07
H -11.912521 -4.500285 22.000693 -0.38 -0.11 -0.15 0.07
H -11.769758 -3.864073 23.600990 0.06 -0.30 0.32 0.07
H -12.159648 -6.288139 23.777911 0.07 -0.27 0.16 0.12
H -14.480247 -6.411798 24.944450 -0.01 -0.06 -0.26 0.08
H -14.769680 -4.739725 24.336387 -0.20 -0.27 -0.30 0.08
H -13.519303 -5.035787 25.475680 0.04 -0.04 0.37 0.06
H -13.875162 -7.173751 22.741638 -0.28 -0.14 -0.23 0.09
C -17.237601 -7.542763 29.268685 1.94 -0.81 0.93 -0.05
C -18.459233 -6.820756 28.898755 -1.32 1.12 -0.34 -0.44
C -18.975130 -5.780363 29.900434 -0.12 0.90 -0.37 -0.05
O -18.215330 -6.239631 27.575508 -0.34 -0.03 1.20 -0.08
H -16.394861 -7.126057 28.717094 0.14 -0.36 -0.51 0.07
H -17.301320 -8.619543 29.111864 0.18 0.10 -0.19 0.09
H -16.826502 -7.380241 30.265011 -0.75 -0.08 0.49 0.09
H -19.312826 -7.480474 28.742988 0.17 -0.31 -0.08 0.14
H -19.929288 -5.416342 29.519407 -0.17 -0.09 0.16 0.08
H -18.382379 -4.870776 29.997323 0.55 -0.09 -0.35 0.07
H -19.100299 -6.097733 30.935659 -0.09 -0.64 -0.20 0.08
H -17.275629 -6.044034 27.592960 0.01 0.30 -0.46 0.06
C -14.489387 -1.811802 27.077692 -0.13 -0.38 0.00 -0.04
C -14.070743 -2.895274 28.098769 0.75 -1.31 -0.55 -0.44
C -14.986143 -4.156298 28.158521 -1.61 1.69 0.11 -0.05
O -12.826817 -3.391689 27.630841 1.29 0.29 -1.03 -0.09
H -13.888881 -0.902369 27.097976 0.15 -0.09 0.63 0.08
H -15.535498 -1.519767 27.169780 -0.03 -0.10 0.14 0.08
H -14.326019 -2.159449 26.057619 -0.18 -0.49 0.01 0.07
H -13.832261 -2.447885 29.063684 -0.79 0.04 0.32 0.13
H -15.914178 -3.810016 28.613433 -0.37 -0.14 0.22 0.07
H -14.706545 -5.050410 28.715734 0.78 0.35 0.10 0.07
H -15.297551 -4.458395 27.158591 0.40 0.02 -0.22 0.06
H -12.416497 -4.005717 28.244200 -0.25 0.05 0.23 0.08
C -11.664848 -7.599716 26.850767 0.53 -0.42 0.04 -0.04
C -12.191784 -9.020882 27.230779 1.76 1.31 -0.60 -0.46
C -11.637549 -9.982347 26.203290 -0.53 -0.58 -0.44 -0.08
O -11.725505 -9.391800 28.521591 -1.32 0.29 0.80 -0.05
H -10.606056 -7.745631 26.636861 0.25 0.29 0.06 0.06
H -11.739982 -6.834397 27.623267 -0.24 -0.27 0.24 0.07
H -12.088025 -7.172320 25.941731 -0.31 -0.27 -0.04 0.05
H -13.277206 -8.927692 27.195225 -0.06 -0.72 0.59 0.13
H -10.558113 -9.896145 26.078802 0.08 0.30 0.13 0.07
H -12.096051 -9.806740 25.230134 0.04 0.01 -0.12 0.08
H -11.815446 -11.025844 26.463231 -0.26 0.00 0.11 0.08
H -10.819008 -9.699908 28.591992 0.05 0.12 -0.76 0.09
C -7.420298 -4.681069 26.865818 -0.12 -0.61 0.75 -0.03
C -6.228947 -5.584476 26.418379 -0.93 2.63 1.78 -0.48
C -6.478022 -6.387096 25.230339 -0.10 -1.40 -2.07 -0.08
O -5.152665 -4.648757 26.267137 0.05 0.09 -0.32 -0.05
H -7.911519 -4.092632 26.090870 0.47 -0.17 -0.16 0.04
H -7.153125 -4.018874 27.689364 0.61 0.26 -0.31 0.08
H -8.203038 -5.245139 27.373013 -0.19 -0.60 -0.41 0.07
H -5.959389 -6.242922 27.244132 -0.21 -0.17 0.18 0.13
H -5.557646 -6.949957 25.074795 -0.17 -0.50 -0.36 0.09
H -6.723463 -5.925140 24.274062 0.47 1.05 0.17 0.09
H -7.341175 -7.052158 25.257812 0.17 -0.44 0.89 0.07
H -4.304089 -5.095803 26.226403 -0.01 -0.22 -0.08 0.08
C -13.539751 2.494632 21.132478 -0.77 0.51 0.55 -0.06
C -13.288097 1.662111 22.394239 0.08 -2.33 -2.04 -0.45
C -13.481082 0.140422 22.144332 -2.65 -0.07 0.24 -0.07
O -11.944002 1.583668 22.767638 1.86 1.82 0.64 -0.08
H -13.150759 3.500818 21.288588 0.32 0.00 -0.23 0.08
H -14.614226 2.650074 21.035254 -0.20 -0.09 0.10 0.08
H -13.261591 2.086543 20.160779 0.60 -0.23 0.27 0.08
H -13.876147 2.110436 23.195050 0.08 -0.47 0.20 0.14
H -12.976915 -0.335025 21.302991 0.76 0.75 -0.05 0.07
H -14.514064 -0.099719 21.892586 -0.45 -0.07 0.27 0.07
H -13.229765 -0.409824 23.051077 0.01 0.03 -0.01 0.07
H -11.449660 1.621809 21.945583 0.40 0.06 0.01 0.10
C -10.535836 -4.813009 18.417469 -0.41 0.25 0.21 -0.05
C -10.732633 -6.034996 19.291619 0.25 -2.17 -1.35 -0.42
C -11.970208 -6.942627 18.964830 0.08 1.43 0.75 -0.02
O -9.620067 -6.917645 19.011520 1.03 -0.03 0.58 -0.11
H -11.189271 -3.981639 18.681956 -0.04 0.03 0.10 0.07
H -10.743846 -5.055868 17.375433 0.00 -0.11 -0.08 0.08
H -9.497134 -4.489986 18.487040 -0.06 0.09 0.10 0.08
H -10.571693 -5.846839 20.353124 -0.52 0.24 0.01 0.12
H -12.839303 -6.568930 19.506236 -0.29 -0.05 -0.18 0.06
H -11.805558 -7.977941 19.263362 0.21 0.17 0.16 0.08
H -12.159949 -6.928316 17.891568 -0.05 0.08 -0.03 0.08
H -9.511538 -7.106222 18.076503 -0.29 0.15 -0.17 0.10
C -10.037836 -1.987876 22.289838 -0.01 0.16 -0.24 -0.05
C -10.143629 -1.586833 23.753799 0.82 -0.66 0.92 -0.51
C -9.112288 -2.283689 24.658610 -1.06 0.22 0.01 -0.05
O -9.908489 -0.207524 23.901510 -0.14 0.32 -0.04 -0.04
H -11.011471 -1.809692 21.833340 -0.03 -0.31 -0.29 0.06
H -9.689297 -3.007834 22.127656 -0.35 -0.15 0.09 0.07
H -9.331352 -1.350271 21.758384 0.15 0.15 0.22 0.08
H -11.144011 -1.795317 24.133090 -0.22 -0.25 -0.02 0.12
H -9.217548 -3.366891 24.597814 0.67 -0.09 -0.77 0.06
H -9.320986 -2.157864 25.721016 -0.11 0.74 0.02 0.08
H -8.163379 -1.801795 24.423119 0.34 -0.75 0.04 0.10
H -10.703826 0.200943 23.551981 -0.15 0.77 0.02 0.04
C -18.456956 -6.475474 17.986035 -1.22 -0.63 -0.47 -0.06
C -18.273057 -7.567404 19.080773 0.70 0.86 -1.43 -0.50
C -18.116394 -9.008237 18.683979 -1.54 -0.02 -1.39 -0.05
O -17.099509 -7.181338 19.747307 -0.38 0.28 1.43 -0.05
H -19.358201 -6.671382 17.405098 -0.19 -0.29 -0.19 0.07
H -17.671611 -6.307937 17.248984 0.36 -0.30 0.37 0.07
H -18.717356 -5.534500 18.470659 0.44 0.14 0.21 0.07
H -19.203437 -7.465015 19.639343 0.13 -0.08 0.76 0.13
H -17.110947 -9.420582 18.599353 -0.09 0.34 0.21 0.09
H -18.598220 -8.992504 17.706384 0.28 -0.68 -0.49 0.07
H -18.802966 -9.634436 19.253695 0.52 -0.19 0.39 0.07
H -17.438737 -6.380060 20.152872 0.98 0.65 0.58 0.07
C -9.615207 -10.264031 22.687779 0.01 0.50 0.75 -0.05
C -9.739473 -8.929464 22.004892 0.20 -2.04 -0.96 -0.52
C -9.038091 -7.829640 22.700909 0.42 1.43 -0.34 -0.06
O -9.155132 -9.161982 20.718575 -0.16 0.18 0.32 -0.05
H -10.090651 -10.119109 23.657858 -0.11 -0.61 0.18 0.05
H -8.552404 -10.436126 22.857913 0.02 -0.27 -0.03 0.09
H -10.049716 -11.080683 22.111245 -0.05 0.12 0.14 0.09
H -10.793335 -8.687418 21.867437 -0.30 0.18 0.08 0.13
H -7.952172 -7.921744 22.721003 0.01 -0.49 0.06 0.09
H -9.386702 -7.570594 23.700642 -0.26 -0.10 -0.04 0.07
H -9.217143 -7.004535 22.011536 0.09 0.73 0.41 0.07
H -9.314246 -8.370922 20.198470 0.10 0.36 -0.60 0.03